Computed, not measured: a 10-piece molecular cluster, C28H76O12 overall, with ωB97M-V/def2-TZVPD.

Calculated values
Structure (SMILES): CC(C)O.CC(C)O.CC(C)O.CC(C)O.CC(C)O.CC(C)O.CC(C)O.CC(C)O.OCCO.OCCO
Total energy: -2014.6204 Eh
LUMO energy: 0.3 eV
Highest occupied orbital energy: -9.40 eV
Frontier orbital gap: 0.3556 Eh

Each line ends with the Löwdin charge.
Cartesian coordinates (Å):
C1 7.90000 9.43400 20.03700  -0.025
C2 8.96500 10.35800 19.49600  -0.452
C3 8.65900 11.82000 19.82000  -0.024
O1 10.20600 9.88400 20.11700  -0.040
H1 8.40400 8.46600 19.85000  0.101
H2 7.04900 9.84000 19.47900  0.078
H3 7.53500 9.41200 20.93900  0.025
H4 9.20600 10.15300 18.45900  0.114
H5 7.65000 11.94900 19.45000  0.069
H6 9.27900 12.44900 19.19900  0.047
H7 8.94100 11.94400 20.92200  0.126
H8 10.19900 9.00400 19.94800  0.006
C4 4.60400 10.78700 16.02300  -0.040
C5 4.37200 9.96000 17.34600  -0.443
C6 4.20500 10.97700 18.51400  -0.006
O2 3.17100 9.32200 17.12400  -0.014
H9 4.90700 10.25000 15.19200  0.034
H10 5.48400 11.31400 16.30100  0.030
H11 3.81500 11.57000 15.80400  0.115
H12 5.21200 9.36700 17.58000  0.100
H13 3.53100 11.74600 18.14000  0.101
H14 5.01400 11.34000 18.75500  -0.038
H15 3.91200 10.58500 19.43000  0.072
H16 3.37700 8.70900 16.45500  0.065
C7 12.37400 11.65000 17.83300  -0.015
C8 13.14900 11.95500 16.52100  -0.410
C9 14.51700 11.56200 16.47100  -0.067
O3 12.42000 11.16900 15.49100  -0.121
H17 12.90600 12.06600 18.69600  0.090
H18 12.26500 10.72200 18.22500  0.028
H19 11.26800 11.83300 17.99700  0.088
H20 13.14800 12.95400 16.31100  0.106
H21 14.86300 11.88300 17.45200  0.098
H22 15.23800 11.64900 15.66700  0.095
H23 14.66400 10.52100 16.78400  0.089
H24 13.11900 10.99700 14.81500  0.048
C10 11.85400 12.18000 11.95700  -0.025
C11 13.30200 11.78600 12.15700  -0.459
C12 14.10000 12.91200 12.73300  -0.052
O4 13.25200 10.70000 13.11300  -0.157
H25 11.86700 12.97700 11.57100  -0.053
H26 11.53800 12.37500 13.04100  0.126
H27 11.19400 11.48700 11.31100  0.128
H28 13.78100 11.21400 11.19400  0.188
H29 15.14100 12.52900 13.15500  0.133
H30 13.61000 13.56600 13.50800  0.108
H31 14.21500 13.56200 11.98700  0.025
H32 12.60900 9.98300 12.70000  0.155
C13 6.15000 9.28700 9.63900  -0.061
C14 6.68700 9.53200 10.98200  -0.465
C15 6.92800 8.38200 11.98100  0.004
O5 7.89100 10.29300 10.81000  -0.107
H33 6.95000 8.67500 9.13800  0.092
H34 6.16700 10.11200 8.97800  0.076
H35 5.24300 8.84000 9.51600  0.056
H36 5.74200 10.11200 11.45000  0.172
H37 6.20800 7.74000 11.93900  0.029
H38 6.96200 8.61700 13.02100  0.071
H39 7.78200 8.03200 11.66700  0.020
H40 7.62000 11.32400 10.68800  0.195
C16 6.78700 6.27900 17.30100  -0.028
C17 7.67200 5.55600 16.14000  -0.487
C18 9.19400 5.56100 16.56000  -0.071
O6 7.30500 4.24100 15.92600  -0.014
H41 5.77600 6.41500 16.81200  0.078
H42 6.85800 7.24800 17.61100  -0.023
H43 6.97700 5.57600 18.34700  0.164
H44 7.78000 6.09400 15.03700  0.164
H45 9.29100 4.94300 17.39000  0.047
H46 9.42600 6.60800 16.61100  0.055
H47 9.90600 5.06900 15.76000  0.100
H48 7.79300 4.20800 15.17400  0.025
C19 14.88700 7.20800 15.67800  -0.063
C20 13.40500 7.54200 15.40300  -0.604
C21 12.57800 6.35600 14.99000  -0.090
O7 12.84400 8.26700 16.43200  -0.078
H49 14.93800 6.67700 16.72000  0.111
H50 15.21300 8.11600 16.00700  0.002
H51 15.75400 6.74100 15.04800  0.114
H52 13.47300 8.13400 14.50900  0.106
H53 11.55900 6.54300 14.46600  0.065
H54 12.10800 5.67800 15.84800  0.092
H55 13.26200 5.73300 14.13900  0.141
H56 12.75500 9.29900 16.07200  0.146
C22 7.82300 9.84300 15.72900  -0.061
C23 9.23400 9.89800 15.45500  -0.445
C24 9.86200 9.29300 14.17500  0.011
O8 9.61400 11.27200 15.63100  -0.022
H57 7.49300 8.97000 15.51000  0.002
H58 7.11400 10.49700 15.02700  0.129
H59 7.52300 10.32400 16.67900  0.094
H60 9.60100 9.26000 16.23700  0.124
H61 9.45300 9.80800 13.21300  0.115
H62 9.41700 8.33900 14.09100  0.054
H63 10.90700 9.40800 14.18200  0.037
H64 10.47700 11.16700 15.53900  -0.034
O9 10.04300 8.54100 10.26200  -0.043
C25 9.69800 7.61400 9.20800  -0.168
C26 9.89800 8.26800 7.85700  -0.182
O10 9.49200 7.36600 6.76600  -0.003
H65 9.46400 9.26400 10.27100  0.002
H66 10.24600 6.67900 9.09300  0.147
H67 8.78400 7.58600 9.20400  0.003
H68 10.77900 8.74700 7.53500  0.119
H69 9.36300 9.05300 7.74100  0.049
H70 8.65900 7.22400 6.97800  -0.015
O11 8.30300 13.38000 14.40400  -0.099
C27 8.44100 14.40800 15.28300  -0.299
C28 7.98400 13.94600 16.70700  -0.201
O12 7.99900 15.12200 17.55400  -0.006
H71 8.95600 12.64600 14.71500  0.090
H72 9.39000 14.88900 15.13400  0.116
H73 7.65800 15.07400 15.02800  0.105
H74 8.58600 13.03700 16.93900  0.092
H75 6.98800 13.47000 16.61200  0.120
H76 8.86200 15.17900 17.61800  -0.014

Atoms 1-2, force components in eV/Å:
C 1.66 0.12 -6.13
C 1.53 -0.21 2.26

---

Computed, not measured: C25H26IrN3O6S as an isolated structure, with ωB97M-V/def2-TZVPD.

Calculated values
Total energy: -2086.2287 Eh
LUMO energy (alpha / beta): -3.4 / -5.6 eV
Spin multiplicity: 2
Highest occupied orbital energy (alpha / beta): -11.12 / -11.03 eV
Frontier orbital gap (alpha / beta): 0.2827 / 0.1983 Eh
Net charge: +1

Each line ends with the Mulliken spin population.
Cartesian coordinates (Å):
Ir1 -0.49980 -0.22117 -0.31103  0.111
C1 -1.39882 3.79302 -1.44100  -0.006
O1 -2.51350 3.85212 -0.51964  0.100
C2 -2.53777 3.25290 0.65396  0.167
C3 -3.51816 3.67541 1.55404  -0.098
C4 -3.62842 3.09288 2.79697  0.140
C5 -2.80067 2.02162 3.18199  0.002
C6 -1.88319 1.51087 2.30209  0.051
C7 -1.06045 0.37029 2.65051  -0.044
N1 -0.35324 -0.26597 1.78783  0.040
N2 0.52555 -1.18989 2.28005  0.036
C8 1.39479 -1.43288 1.32648  0.004
O2 1.39896 -0.76353 0.22905  0.027
C9 2.36396 -2.53735 1.48238  -0.006
C10 2.30988 -3.37574 2.59500  0.003
C11 3.15519 -4.47067 2.67086  -0.001
C12 4.05266 -4.73047 1.64146  0.002
C13 4.11306 -3.89044 0.53707  -0.001
C14 3.26866 -2.79394 0.45484  0.000
C15 -1.67876 2.14729 1.02181  0.186
O3 -0.77105 1.75394 0.22727  0.248
H1 -1.63275 4.53965 -2.19179  -0.001
H2 -1.31498 2.81239 -1.89912  0.008
H3 -0.47225 4.04263 -0.93070  0.002
H4 -4.16320 4.48967 1.25317  0.000
H5 -4.36965 3.46676 3.49059  0.004
H6 -2.89270 1.59140 4.17142  0.001
H7 -0.98842 0.06682 3.69084  0.004
H8 1.60923 -3.15545 3.38929  0.001
H9 3.11515 -5.12493 3.53207  0.000
H10 4.70939 -5.58859 1.70352  0.000
H11 4.81692 -4.09204 -0.25962  0.000
H12 3.30195 -2.12651 -0.39576  0.000
O4 -1.91200 0.10687 -4.05272  -0.001
C16 -1.70581 0.11050 -2.86760  0.001
O5 -0.53922 0.14176 -2.27501  -0.002
C17 -2.85439 0.12686 -1.87802  -0.005
C18 -4.16225 0.37740 -2.24390  0.007
C19 -5.13265 0.38648 -1.25653  -0.004
C20 -4.76650 0.10577 0.05522  0.009
C21 -3.44317 -0.15990 0.34302  -0.012
N3 -2.50342 -0.12196 -0.60884  0.017
H13 -4.37775 0.55864 -3.28799  0.000
H14 -6.16658 0.59099 -1.50218  0.000
H15 -5.49640 0.09186 0.85268  0.003
H16 -3.11884 -0.42151 1.33797  0.000
C22 -0.58552 -5.42418 -1.39237  0.000
C23 0.05983 -4.72640 -0.20722  0.001
S1 -0.89716 -3.44731 0.61294  0.002
O6 -0.86505 -2.28545 -0.39054  0.003
C24 -2.60373 -4.05174 0.51259  -0.001
C25 -3.32755 -3.79252 -0.80880  0.000
H17 0.16842 -6.02855 -1.89631  0.000
H18 -0.96502 -4.70267 -2.11495  0.000
H19 -1.39243 -6.08992 -1.08794  0.000
H20 0.95201 -4.17427 -0.51172  0.000
H21 0.34534 -5.41355 0.59340  0.000
H22 -3.08873 -3.53156 1.33909  0.000
H23 -2.54499 -5.11020 0.77340  0.000
H24 -2.82986 -3.00727 -1.37722  0.000
H25 -4.34802 -3.46699 -0.61152  0.000
H26 -3.36830 -4.68476 -1.42814  0.000

Atoms 1-2, force components in eV/Å:
Ir -1.22 -0.05 4.69
C -0.04 0.01 -0.02

---

Computed, not measured: one molecule with the formula C4H9NOS2, with ωB97M-V/def2-TZVPD.

Calculated values
Structure (SMILES): C[C@@H](CSS)NC=O
Total energy: -1084.0998 Eh
LUMO energy: 0.6 eV
Highest occupied orbital energy: -7.91 eV
Frontier orbital gap: 0.3133 Eh

Each line ends with the Löwdin charge.
Cartesian coordinates (Å):
C1 0.09955 2.90028 0.64299  -0.030
C2 0.33691 1.52073 0.04128  -0.429
C3 -0.86876 0.71039 -0.33851  -0.568
S1 -1.45837 -0.64602 0.60171  0.419
S2 -0.34037 -2.21973 1.11160  0.320
N1 1.13562 1.34380 -1.13528  0.008
C4 1.75569 0.09710 -1.53217  -0.263
O1 1.27080 -1.03410 -1.56364  0.011
H1 -0.85609 2.76177 1.16593  0.094
H2 0.85088 3.33691 1.27836  0.083
H3 -0.32338 3.66965 0.15204  0.033
H4 0.80647 1.03924 0.90158  0.130
H5 -1.82568 1.33475 -0.31093  0.097
H6 -0.95713 0.31979 -1.35620  0.067
H7 0.69076 -1.62670 1.66082  -0.220
H8 1.53134 2.15827 -1.57074  0.121
H9 2.80660 0.35350 -1.75925  0.125

Atoms 1-2, force components in eV/Å:
C -0.94 -1.98 1.29
C 0.04 -0.99 0.07

---

Computed, not measured: C43H36Cl5HgN8O2S3Te as an isolated structure, with ωB97M-V/def2-TZVPD.

Calculated values
Total energy: -6165.8995 Eh
LUMO energy (alpha / beta): 3.4 / 3.4 eV
Spin multiplicity: 2
Highest occupied orbital energy (alpha / beta): -0.35 / -1.98 eV
Frontier orbital gap (alpha / beta): 0.1363 / 0.1965 Eh
Net charge: -2

Each line ends with the Mulliken spin population.
Cartesian coordinates (Å):
Hg1 0.68026 0.31822 -0.07190  0.008
N1 -1.99200 -0.17464 2.38996  0.004
C1 -2.19099 1.02868 1.80347  -0.035
N2 -3.12110 1.83343 2.34761  0.091
C2 -3.30097 2.96552 1.65454  0.000
N3 -4.17673 3.87228 2.22438  0.003
N4 -2.76055 3.30173 0.50516  0.053
C3 -1.82815 2.41842 0.03297  0.149
N5 -1.46659 1.30378 0.72674  0.083
C4 -1.27139 2.62910 -1.24907  0.200
C5 -1.69117 3.72520 -2.05983  0.065
C6 -1.21720 3.86127 -3.32824  0.027
C7 -0.29365 2.90999 -3.82807  0.224
C8 0.09591 1.89448 -2.97947  -0.056
N6 -0.34579 1.73141 -1.73597  0.174
H1 -2.66844 -0.43992 3.08226  0.002
H2 -1.55673 -0.88438 1.80334  0.002
H3 -4.78571 3.47901 2.92021  0.003
H4 -4.57663 4.53263 1.58114  0.000
H5 -2.39896 4.42142 -1.63479  0.031
H6 -1.54396 4.68861 -3.94872  0.006
H7 0.09731 2.96359 -4.83555  0.020
H8 0.80669 1.15283 -3.31878  -0.051
Cl1 -2.66235 -5.25651 -3.99752  0.000
C9 -2.07305 -4.21593 -2.74022  0.000
C10 -2.83242 -3.13838 -2.29189  0.000
Cl2 -4.37494 -2.83100 -3.02033  0.000
C11 -2.37136 -2.31597 -1.27618  -0.003
Cl3 -3.30622 -0.96593 -0.74984  0.002
C12 -1.12167 -2.52562 -0.62493  0.005
O1 -0.70677 -1.78795 0.32511  -0.011
C13 -0.36037 -3.61868 -1.14307  0.002
Cl4 1.22704 -3.83241 -0.51457  0.000
C14 -0.82665 -4.43644 -2.15780  0.000
Cl5 0.15855 -5.74044 -2.73763  0.000
S1 1.92061 2.30514 0.99752  0.002
C15 3.56327 1.70370 0.84185  0.002
C16 4.60945 2.62406 1.02579  0.000
C17 5.94425 2.27474 0.92532  0.000
C18 6.28800 0.96183 0.62648  0.000
C19 5.27807 0.03406 0.43425  0.000
C20 3.92068 0.36486 0.53502  0.002
S2 2.79124 -0.97169 0.27161  -0.003
H9 4.33469 3.64612 1.25745  0.000
H10 6.71304 3.02513 1.07468  0.000
H11 7.32675 0.66061 0.55035  0.000
H12 5.52995 -0.99470 0.19991  0.000
Te1 1.60291 -0.67129 3.32123  0.001
C21 1.17753 -0.81177 5.43356  -0.002
C22 2.09390 -0.26788 6.33294  0.000
C23 1.89472 -0.35701 7.70585  0.000
C24 0.77095 -0.99949 8.20579  0.000
C25 -0.15401 -1.53878 7.32087  0.000
C26 0.04554 -1.43660 5.95057  0.000
C27 1.57782 -2.79120 3.22367  0.000
C28 0.37775 -3.49151 3.25825  -0.001
C29 0.37106 -4.87988 3.27549  0.000
C30 1.56555 -5.58176 3.21535  0.000
C31 2.76646 -4.88895 3.13518  0.000
C32 2.77292 -3.49968 3.14833  0.000
H13 2.98105 0.22360 5.95089  0.000
H14 2.62497 0.06699 8.38572  0.000
H15 0.61559 -1.07912 9.27527  0.000
H16 -1.03959 -2.03599 7.69984  0.000
H17 -0.69301 -1.85392 5.27769  0.001
H18 -0.56007 -2.95108 3.23397  0.000
H19 -0.57144 -5.41361 3.30543  0.000
H20 1.55981 -6.66519 3.20677  0.000
H21 3.70136 -5.43143 3.05516  0.000
H22 3.70796 -2.95679 3.08983  0.000
C33 5.83874 -1.05934 -3.16968  0.000
C34 4.86187 0.11275 -3.12185  0.000
C35 3.41033 -0.33133 -3.06656  -0.001
N7 3.01487 -0.93825 -4.33647  0.000
C36 1.80915 -1.48284 -4.53965  0.005
S3 0.64116 -1.58169 -3.37902  -0.001
N8 1.55503 -2.00513 -5.81962  -0.001
C37 2.31753 -1.99966 -6.97474  0.000
O2 2.34601 -2.96624 -7.70984  0.000
C38 2.99419 -0.71508 -7.36736  0.001
C39 2.53208 0.52559 -6.93688  -0.009
C40 3.14035 1.68737 -7.38809  0.001
C41 4.20836 1.61453 -8.27110  0.000
C42 4.66085 0.37823 -8.71581  0.000
C43 4.04889 -0.78206 -8.27061  0.000
H23 6.87163 -0.71000 -3.21480  0.000
H24 5.66478 -1.70126 -4.03777  0.000
H25 5.72439 -1.67502 -2.27610  0.000
H26 5.01290 0.76798 -3.98929  0.000
H27 5.05378 0.70900 -2.22856  0.000
H28 2.75953 0.51644 -2.84757  -0.003
H29 3.25454 -1.05050 -2.26130  0.000
H30 3.68089 -0.90613 -5.09008  0.000
H31 0.83461 -2.71458 -5.80319  0.000
H32 1.68577 0.58555 -6.26468  0.007
H33 2.77718 2.64809 -7.04744  0.001
H34 4.68301 2.52295 -8.62014  0.000
H35 5.48949 0.32093 -9.41005  0.000
H36 4.37199 -1.75701 -8.61147  0.000

Atoms 1-2, force components in eV/Å:
Hg -0.21 0.37 -0.11
N 0.08 0.08 0.00